Entry 1:
49
Properties=species:S:1:pos:R:3 method="wB97M-V/def2-TZVPD" e_tot_ev=-68094.5226 multiplicity=6 e_homo_ev="-14.806 / -15.392" charge=+2 max_force_ev_per_a=3.5
H -1.956 -0.694 4.051
N -2.355 2.701 1.587
H 3.979 1.051 1.143
H 1.235 3.009 -1.744
H -2.634 1.909 1.062
N -3.889 -0.235 -2.520
H 1.373 -4.160 -2.599
O -2.088 0.345 -1.358
N -2.031 -2.710 1.439
O -1.180 -0.710 1.861
H -2.266 -3.600 1.843
O 0.838 0.511 -1.947
N 3.065 0.501 -2.164
H 0.419 4.431 1.445
O 1.675 0.137 0.848
C -2.591 0.001 -2.461
N -1.783 -0.044 -3.520
O -0.525 2.454 0.299
C -1.086 3.041 1.259
N -0.390 3.997 1.893
C 2.249 0.411 1.937
H 0.594 -0.092 2.952
H 3.023 -0.479 -2.365
N 2.096 -2.490 -0.885
H -2.862 3.371 2.155
H 3.907 0.920 -2.491
Mn -0.332 0.075 -0.080
C 0.827 -2.630 -1.317
N 3.549 0.693 1.998
H -4.232 -0.864 -3.269
H -1.406 -2.888 0.638
N 1.522 0.186 3.039
H 3.871 1.054 2.889
H 2.874 -3.026 -1.250
N 0.603 -3.577 -2.292
H -0.384 -3.693 -2.428
C -1.822 -1.667 2.307
H -2.119 -0.271 -4.509
H 2.293 -1.716 -0.249
O -0.098 -1.963 -0.807
N -2.344 -1.518 3.585
H 1.843 -0.091 3.944
N 2.068 2.460 -1.896
H -4.157 -0.355 -1.573
C 1.921 1.168 -2.011
H -0.942 4.521 2.552
H -0.792 0.020 -3.383
H -2.564 -2.338 4.146
H 3.000 2.847 -1.756

***

Entry 2:
6
Properties=species:S:1:pos:R:3 method="wB97M-V/def2-TZVPD" e_tot_ev=-4159.6631 smiles=O.O e_homo_ev=-11.066 charge=0 max_force_ev_per_a=2.8
H -0.270 -0.301 -0.778
H -0.497 1.164 0.518
O -0.290 -1.172 -1.163
H -0.129 -1.826 -0.442
O 0.431 1.089 0.458
H 0.755 1.045 1.407